[1]
Here is 2 unconnected molecules or ions with the total composition C2H3N2O2 from OMol25. Energies are from wB97M-V/def2-TZVPD.

Results
**E_HOMO**: -14.985 eV
**Frontier orbital gap**: 9.548 eV

Geometry as ORCA input:
```
! wB97M-V def2-TZVPD RIJCOSX def2/J DEFGRID3
* xyz 1 1
C 1.706 0.418 -0.351
C 0.681 1.295 -0.050
N 2.093 -0.637 0.077
N -0.086 2.041 0.335
O 2.588 -1.652 0.294
O -1.632 -0.511 0.095
H -0.936 0.023 -0.342
H -2.280 0.293 0.399
H -2.135 -1.269 -0.458
*
```

---

[2]
Here is 3 unconnected molecules or ions with the total composition C2H3N2O2S from OMol25. Energies are from wB97M-V/def2-TZVPD.

Results
**E_HOMO**: -2.892 eV
**Frontier orbital gap**: 4.593 eV

Geometry as ORCA input:
```
! wB97M-V def2-TZVPD RIJCOSX def2/J DEFGRID3
* xyz -1 1
C -0.465 -0.755 -1.651
C -2.107 1.219 1.771
N -1.278 -1.226 -2.293
N 3.537 -0.657 -1.108
O 2.552 -0.001 -0.770
O 3.928 -1.660 -0.508
S -2.439 -0.089 2.625
H -1.380 2.017 2.120
H 0.427 -0.426 -1.157
H -2.774 1.577 0.970
*
```

---

[3]
Here is a gas-phase ion, C2H3N2O2S (charge -1) from OMol25. Energies are from wB97M-V/def2-TZVPD.

Results
**E_HOMO**: -4.091 eV
**Frontier orbital gap**: 7.775 eV
**SMILES string**: C=[N+]([O-])NC([O-])=S

Geometry as ORCA input:
```
! wB97M-V def2-TZVPD RIJCOSX def2/J DEFGRID3
* xyz -1 1
C 0.868 0.094 1.322
N -0.376 0.082 0.965
O -1.363 -0.296 1.694
N -0.809 0.401 -0.312
C -0.114 -0.022 -1.847
O -0.767 0.294 -2.763
S 1.375 -0.729 -1.797
H 1.657 0.297 0.605
H 1.258 -0.129 2.347
H -1.728 0.009 -0.213
*
```

---

[4]
Here is 2 unconnected molecules or ions with the total composition C2H3N2O3 from OMol25. Energies are from wB97M-V/def2-TZVPD.

Results
**E_HOMO**: -3.261 eV
**Frontier orbital gap**: 6.919 eV

Geometry as ORCA input:
```
! wB97M-V def2-TZVPD RIJCOSX def2/J DEFGRID3
* xyz -1 1
C -0.266 -1.177 -0.107
C -1.528 -0.840 0.038
N 0.711 -0.221 0.173
N 1.910 -0.638 -0.092
O 2.782 0.245 0.062
O -0.544 2.181 -0.019
O -2.718 -0.824 0.011
H 0.041 -2.173 -0.339
H -0.723 1.130 0.014
H 0.335 2.315 0.259
*
```

---

[5]
Here is a single C2H3N2OP molecule from OMol25. Energies are from wB97M-V/def2-TZVPD.

Results
**E_HOMO**: -10.552 eV
**Frontier orbital gap**: 11.306 eV
**SMILES string**: Pc1nnco1

Geometry as ORCA input:
```
! wB97M-V def2-TZVPD RIJCOSX def2/J DEFGRID3
* xyz 0 1
P 2.055 0.423 0.021
C 0.209 0.176 -0.293
N -0.745 0.935 -0.582
N -2.069 -0.114 -0.206
C -1.449 -1.128 0.202
O -0.066 -1.099 0.197
H 1.751 1.344 0.923
H 2.153 1.474 -0.916
H -1.839 -2.011 0.656
*
```

---

[6]
Here is a molecular structure, C2H3N2OP from OMol25. Energies are from wB97M-V/def2-TZVPD.

Results
**E_HOMO**: -9.629 eV
**Frontier orbital gap**: 9.235 eV

Geometry as ORCA input:
```
! wB97M-V def2-TZVPD RIJCOSX def2/J DEFGRID3
* xyz 0 1
C 0.641 0.924 0.003
C 0.794 -0.579 0.003
N -0.528 1.392 0.005
N -2.983 -0.455 -0.025
O -0.506 -1.086 0.018
P -1.615 0.065 0.004
H 1.511 1.563 0.002
H 1.330 -0.911 -0.895
H 1.356 -0.913 0.885
*
```

---

[7]
Here is 2 unconnected molecules or ions with the total composition C2H3N2OP from OMol25. Energies are from wB97M-V/def2-TZVPD.

Results
**E_HOMO (spin up / spin down)**: -10.357 / -8.694 eV
**Frontier orbital gap (spin up / spin down)**: 8.428 / 8.710 eV

Geometry as ORCA input:
```
! wB97M-V def2-TZVPD RIJCOSX def2/J DEFGRID3
* xyz 0 1
C -1.615 -0.420 0.126
C 0.516 -0.418 0.126
N -1.258 -0.135 -1.102
N 0.063 -0.073 -1.120
O -0.541 -0.510 0.946
P 2.198 -0.308 0.733
H -2.647 -0.507 0.472
H 0.808 2.782 0.382
H 2.478 -0.412 -0.562
*
```

---

[8]
Here is a molecular structure, C2H3N2OP from OMol25. Energies are from wB97M-V/def2-TZVPD.

Results
**E_HOMO**: -7.733 eV
**Frontier orbital gap**: 7.389 eV

Geometry as ORCA input:
```
! wB97M-V def2-TZVPD RIJCOSX def2/J DEFGRID3
* xyz 0 1
C -0.354 -1.385 -0.551
C 0.218 -0.496 0.393
N -1.022 -0.741 -1.429
N -1.248 0.327 -1.797
O 0.721 1.770 1.280
P 0.147 1.146 -0.079
H -0.474 -2.429 -0.431
H 0.837 -0.739 1.216
H 1.175 2.547 1.399
*
```

---

[9]
Here is a single C2H3N2OP molecule from OMol25. Energies are from wB97M-V/def2-TZVPD.

Results
**E_HOMO**: -8.989 eV
**Frontier orbital gap**: 9.019 eV
**SMILES string**: C1=NN=CPO1

Geometry as ORCA input:
```
! wB97M-V def2-TZVPD RIJCOSX def2/J DEFGRID3
* xyz 0 1
C -0.108 0.432 -1.479
N 0.784 -0.509 -1.291
N 1.256 -0.770 -0.109
C 0.547 -0.761 0.934
P -1.161 -0.075 0.814
O -0.719 1.007 -0.462
H -0.506 0.899 -2.361
H 0.950 -1.072 2.016
H -1.044 0.848 1.938
*
```

---

[10]
Here is a molecular structure, C2H3N2OPS from OMol25. Energies are from wB97M-V/def2-TZVPD.

Results
**E_HOMO**: -8.741 eV
**Frontier orbital gap**: 8.442 eV

Geometry as ORCA input:
```
! wB97M-V def2-TZVPD RIJCOSX def2/J DEFGRID3
* xyz 0 1
C -1.584 -1.176 0.062
C -0.587 0.574 0.145
N -0.372 -0.695 -0.017
N -1.649 1.226 0.296
O 0.965 1.330 -0.076
P 2.073 0.132 0.125
S -2.821 0.003 0.386
H -1.720 -2.173 0.126
H 3.232 0.993 0.100
H 2.462 -0.214 -1.146
*
```

---

[11]
Here is 2 unconnected molecules or ions with the total composition C2H3N2OS from OMol25. Energies are from wB97M-V/def2-TZVPD.

Results
**E_HOMO**: -3.525 eV
**Frontier orbital gap**: 7.436 eV

Geometry as ORCA input:
```
! wB97M-V def2-TZVPD RIJCOSX def2/J DEFGRID3
* xyz -1 1
C -0.189 -0.571 -1.620
C 0.418 0.110 1.425
N -0.409 2.193 0.648
N 0.082 1.275 1.123
O 0.965 -0.353 -1.993
S -0.782 -2.044 -1.065
H 0.555 -0.228 2.459
H -0.898 0.300 -1.554
H 0.257 -0.682 0.576
*
```

---

[12]
Here is a gas-phase ion, C2H3N2S (charge +1) from OMol25. Energies are from wB97M-V/def2-TZVPD.

Results
**E_HOMO**: -15.823 eV
**Frontier orbital gap**: 7.361 eV
**SMILES string**: N#CC[NH+]=S

Geometry as ORCA input:
```
! wB97M-V def2-TZVPD RIJCOSX def2/J DEFGRID3
* xyz 1 1
N -1.568 1.592 0.062
C -0.468 1.290 -0.044
C 0.585 0.372 -0.061
N 0.026 -0.978 0.107
S -1.551 -1.160 -0.037
H 1.143 0.200 -0.983
H 1.282 0.570 0.781
H 0.552 -1.886 0.176
*
```

---

Number 1: DFT total energy -9184.7332 eV. Number 2: DFT total energy -20030.0879 eV. Number 3: DFT total energy -20031.4536 eV. Number 4: DFT total energy -11242.6487 eV. Number 5: DFT total energy -16436.2944 eV. Number 6: DFT total energy -16436.6278 eV. Number 7: DFT total energy -16433.4536 eV. Number 8: DFT total energy -16435.9358 eV. Number 9: DFT total energy -16436.1712 eV. Number 10: DFT total energy -27271.5632 eV. Number 11: DFT total energy -17984.5972 eV. Number 12: DFT total energy -15927.0711 eV.